1.
{"formula": "C4H10O2PS", "method": "the ωB97M-V functional and the def2-TZVPD basis", "symbols": ["C", "C", "C", "C", "O", "O", "P", "S", "H", "H", "H", "H", "H", "H", "H", "H", "H", "H"], "positions_angstrom": [[-1.581, -0.251, 1.217], [-2.590, -1.130, 0.360], [1.994, -0.858, -1.990], [1.285, 1.961, 0.908], [-0.347, -0.335, 0.592], [1.820, -0.233, -0.669], [0.595, 0.671, -0.279], [-2.945, -0.181, -1.115], [-2.170, 0.720, 1.341], [-1.471, -0.800, 2.211], [-2.170, -2.029, -0.025], [-3.329, -1.198, 1.037], [1.399, -1.839, -2.181], [3.144, -1.079, -1.870], [1.852, -0.102, -2.723], [2.296, 2.099, 0.487], [1.448, 1.599, 1.888], [0.770, 2.985, 0.813]], "lumo_energy_ev": [-7.2272, -5.6630], "de_lowest_kj_mol": 304.0, "molar_mass_g_mol": 153.163, "e_homo_ha": [-0.47984, -0.46630], "homo_lumo_gap_ev": [5.8, 7.0], "charge": 1}

***

2.
{"formula": "C4H10O2S", "method": "the ωB97M-V functional and the def2-TZVPD basis", "symbols": ["O", "C", "C", "C", "C", "S", "H", "H", "H", "H", "H", "H", "H", "H", "O", "H", "H"], "positions_angstrom": [[2.337, -0.553, -0.954], [2.044, -0.819, 0.208], [0.892, -0.157, 0.924], [-0.211, -1.053, 0.497], [-1.681, -0.474, 0.204], [-2.495, 0.393, 1.545], [2.534, -1.587, 0.824], [0.894, -0.073, 2.110], [0.851, 0.911, 0.557], [-0.286, -2.036, 1.110], [0.060, -1.241, -0.613], [-1.623, 0.204, -0.707], [-2.206, -1.304, -0.221], [-1.380, 0.323, 2.305], [0.241, 2.232, -2.845], [-0.631, 2.719, -2.922], [0.662, 2.514, -2.021]], "lumo_energy_ev": 0.6678, "smiles": "O=CCCCS.O", "de_lowest_kj_mol": 225.5, "molar_mass_g_mol": 122.189, "e_homo_ha": -0.33857, "homo_lumo_gap_ev": 9.9}

***

3.
{"formula": "C4H10O2S", "method": "the ωB97M-V functional and the def2-TZVPD basis", "symbols": ["C", "C", "C", "C", "O", "O", "S", "H", "H", "H", "H", "H", "H", "H", "H", "H", "H"], "positions_angstrom": [[0.799, -1.738, 0.386], [1.462, 0.651, 0.249], [-1.655, 1.680, -0.017], [0.460, -0.389, -0.071], [-2.152, -0.886, 0.056], [0.242, -0.376, -1.512], [-1.229, 0.004, 0.724], [-0.136, -2.313, 0.253], [1.169, -1.671, 1.367], [1.490, -2.241, -0.304], [1.648, 1.252, -0.725], [2.406, 0.109, 0.619], [1.019, 1.261, 0.977], [-0.598, 2.221, 0.089], [-2.519, 2.022, 0.589], [-2.161, 1.510, -0.915], [-0.246, -1.097, -1.766]], "lumo_energy_ev": 0.7676, "de_lowest_kj_mol": 253.5, "molar_mass_g_mol": 122.189, "e_homo_ha": -0.32188, "homo_lumo_gap_ev": 9.5}

***

4.
{"formula": "C4H10O2S", "method": "the ωB97M-V functional and the def2-TZVPD basis", "symbols": ["O", "C", "C", "C", "C", "S", "H", "H", "H", "H", "H", "H", "H", "H", "H", "H", "O"], "positions_angstrom": [[-3.695, -0.741, -0.708], [-3.191, 0.352, -0.712], [-1.679, 0.442, -0.625], [-1.183, 1.226, 0.613], [0.240, 0.909, 0.913], [0.897, 1.089, 2.616], [-3.708, 1.254, -1.012], [-1.150, 0.856, -1.501], [-1.213, -0.549, -0.535], [-1.500, 2.248, 0.347], [-1.856, 1.018, 1.479], [1.061, 1.358, 0.343], [0.520, -0.143, 0.716], [-0.263, 1.156, 3.277], [6.243, -3.170, -1.465], [4.785, -3.595, -1.714], [5.691, -3.708, -2.034]], "lumo_energy_ev": [-4.3812, -9.3714], "multiplicity": 2, "de_lowest_kj_mol": 170.3, "molar_mass_g_mol": 122.189, "e_homo_ha": [-0.49309, -0.49309], "homo_lumo_gap_ev": [9.0, 4.0], "charge": 1}

***

5.
{"formula": "C4H10O2Si", "method": "the ωB97M-V functional and the def2-TZVPD basis", "symbols": ["C", "Si", "O", "C", "C", "C", "O", "H", "H", "H", "H", "H", "H", "H", "H", "H", "H"], "positions_angstrom": [[2.980, 0.160, 0.490], [1.398, 0.680, -0.436], [0.417, -0.717, -0.220], [-0.863, -0.847, -0.728], [-1.799, 0.231, -0.359], [-2.733, -0.220, 0.713], [-1.561, 1.418, -0.590], [2.841, -0.727, 1.158], [3.836, -0.143, -0.162], [3.623, 0.856, 1.164], [0.675, 1.851, 0.008], [1.760, 0.908, -1.753], [-0.696, -0.839, -1.822], [-1.296, -1.826, -0.376], [-2.097, 0.053, 1.571], [-3.539, 0.449, 0.737], [-2.946, -1.287, 0.606]], "lumo_energy_ev": 0.7639, "smiles": "C[SiH2]OCC(C)=O", "de_lowest_kj_mol": 256.9, "molar_mass_g_mol": 118.208, "e_homo_ha": -0.35145, "homo_lumo_gap_ev": 10.3}

***

6.
{"formula": "C4H10O3", "method": "the ωB97M-V functional and the def2-TZVPD basis", "symbols": ["C", "O", "C", "C", "O", "C", "O", "H", "H", "H", "H", "H", "H", "H", "H", "H", "H"], "positions_angstrom": [[-0.268, -2.597, 0.613], [0.398, -1.360, 0.652], [-0.420, -0.221, 0.443], [0.563, 0.908, 0.150], [1.411, 0.489, -0.907], [-0.070, 2.206, -0.328], [-0.752, 2.019, -1.547], [0.468, -3.356, 0.892], [-0.652, -2.821, -0.393], [-1.103, -2.635, 1.328], [-1.090, -0.362, -0.418], [-1.030, -0.012, 1.336], [1.149, 1.103, 1.062], [1.569, -0.453, -0.738], [0.738, 2.948, -0.433], [-0.791, 2.593, 0.400], [-0.120, 1.550, -2.112]], "lumo_energy_ev": 0.8713, "smiles": "COC[C@@H](O)CO", "de_lowest_kj_mol": 136.8, "molar_mass_g_mol": 106.121, "e_homo_ha": -0.37518, "homo_lumo_gap_ev": 11.1}

***

7.
{"formula": "C4H10O3", "method": "the ωB97M-V functional and the def2-TZVPD basis", "symbols": ["C", "C", "C", "C", "O", "H", "H", "H", "H", "H", "H", "O", "H", "H", "O", "H", "H"], "positions_angstrom": [[1.990, 0.624, 1.083], [1.659, 0.851, -0.183], [1.511, -0.210, -1.222], [0.347, -0.779, -1.488], [0.257, -1.693, -2.514], [2.206, 1.400, 1.807], [2.102, -0.394, 1.419], [1.600, 1.884, -0.513], [2.432, -0.376, -1.771], [-0.601, -0.481, -1.075], [-0.657, -1.966, -2.654], [-2.821, -0.816, -0.027], [-2.632, -0.148, 0.662], [-2.223, -1.548, 0.153], [-1.981, 1.188, 1.819], [-1.097, 1.581, 1.777], [-2.091, 0.881, 2.726]], "lumo_energy_ev": 0.5383, "smiles": "C=C/C=C/O.O.O", "de_lowest_kj_mol": 204.7, "molar_mass_g_mol": 106.121, "e_homo_ha": -0.32730, "homo_lumo_gap_ev": 9.4}

***

8.
{"formula": "C4H10O3", "method": "the ωB97M-V functional and the def2-TZVPD basis", "symbols": ["C", "C", "C", "C", "O", "H", "H", "H", "H", "H", "H", "O", "H", "H", "O", "H", "H"], "positions_angstrom": [[1.648, -1.013, -2.438], [1.265, -0.872, -1.160], [-0.128, -0.928, -0.644], [-1.203, -1.104, -1.439], [-0.186, -1.281, 0.699], [1.309, -1.914, -2.940], [2.068, -0.298, -3.135], [1.924, -0.322, -0.483], [-2.202, -0.784, -1.175], [-1.043, -1.607, -2.380], [0.690, -1.570, 0.973], [-0.907, 2.381, 4.324], [-1.081, 2.396, 3.379], [-1.758, 2.255, 4.752], [-0.081, 1.712, 0.892], [0.079, 2.131, 0.043], [-0.394, 0.818, 0.732]], "lumo_energy_ev": -0.3621, "smiles": "C=CC(=C)O.O.O", "de_lowest_kj_mol": 426.0, "molar_mass_g_mol": 106.121, "e_homo_ha": -0.31093, "homo_lumo_gap_ev": 8.1}

***

9.
{"formula": "C4H10O3", "method": "the ωB97M-V functional and the def2-TZVPD basis", "symbols": ["C", "C", "O", "H", "H", "H", "H", "H", "H", "C", "C", "O", "O", "H", "H", "H", "H"], "positions_angstrom": [[-0.354, -1.781, -1.196], [-1.403, -0.762, 0.172], [0.903, -1.893, -0.824], [1.271, -0.947, -0.811], [-0.917, -2.705, -1.118], [-0.570, -1.148, -2.054], [-1.299, -1.524, 0.938], [-1.452, 0.187, 0.749], [-2.363, -0.841, -0.331], [1.045, 1.407, 0.476], [0.164, 2.338, 0.884], [2.193, 1.188, 1.194], [0.838, 0.557, -0.517], [-0.409, -0.072, -0.325], [2.674, 0.473, 0.757], [0.409, 3.006, 1.694], [-0.732, 2.518, 0.312]], "lumo_energy_ev": 0.2992, "de_lowest_kj_mol": 432.1, "molar_mass_g_mol": 106.121, "e_homo_ha": -0.28880, "homo_lumo_gap_ev": 8.2}

***

10.
{"formula": "C4H10O4", "method": "the ωB97M-V functional and the def2-TZVPD basis", "symbols": ["C", "C", "O", "C", "O", "C", "O", "O", "H", "H", "H", "H", "H", "H", "H", "H", "H", "H"], "positions_angstrom": [[-1.552, 0.474, 0.694], [-0.268, 0.319, -0.111], [-0.262, 1.166, -1.250], [0.968, 0.656, 0.751], [2.126, 0.739, -0.045], [-0.150, -1.132, -0.637], [0.984, -1.366, -1.392], [-0.196, -1.978, 0.487], [-1.566, -0.252, 1.502], [-1.619, 1.477, 1.114], [-2.410, 0.299, 0.047], [-0.667, 2.005, -1.009], [1.134, -0.129, 1.491], [0.796, 1.610, 1.271], [1.882, 1.231, -0.842], [-1.005, -1.335, -1.303], [1.740, -0.926, -0.963], [0.064, -2.860, 0.194]], "lumo_energy_ev": 0.7089, "smiles": "C[C@@](O)(CO)C(O)O", "de_lowest_kj_mol": 52.7, "molar_mass_g_mol": 122.120, "e_homo_ha": -0.36881, "homo_lumo_gap_ev": 10.7}

***

11.
{"formula": "C4H10O4", "method": "the ωB97M-V functional and the def2-TZVPD basis", "symbols": ["C", "O", "C", "O", "O", "C", "C", "O", "H", "H", "H", "H", "H", "H", "H", "H", "H", "H"], "positions_angstrom": [[1.977, 1.860, -0.331], [0.839, 1.226, 0.211], [0.989, -0.160, 0.367], [1.887, -0.471, 1.355], [-0.258, -0.667, 0.700], [-1.098, -1.000, -0.394], [-2.497, -1.190, 0.181], [-1.046, -0.050, -1.403], [2.862, 1.658, 0.281], [2.157, 1.516, -1.358], [1.758, 2.932, -0.321], [1.377, -0.613, -0.567], [1.500, -0.236, 2.199], [-0.738, -1.930, -0.857], [-2.475, -1.952, 0.950], [-2.846, -0.255, 0.616], [-3.172, -1.492, -0.612], [-1.215, 0.823, -1.017]], "lumo_energy_ev": 0.9303, "smiles": "CO[C@@H](O)O[C@@H](C)O", "de_lowest_kj_mol": 82.2, "molar_mass_g_mol": 122.120, "e_homo_ha": -0.38279, "homo_lumo_gap_ev": 11.3}

***

12.
{"formula": "C4H10O5S", "method": "the ωB97M-V functional and the def2-TZVPD basis", "symbols": ["C", "C", "C", "C", "O", "O", "O", "O", "O", "S", "H", "H", "H", "H", "H", "H", "H", "H", "H", "H"], "positions_angstrom": [[2.506, 2.028, 0.067], [1.899, -0.559, 0.197], [-2.001, -1.883, -0.621], [1.606, 0.948, 0.587], [-3.322, 1.120, 0.436], [-1.134, -2.943, -0.260], [0.621, 1.184, 1.292], [-2.202, -1.029, 0.468], [-1.085, 0.834, -0.819], [-1.727, 0.557, 0.445], [3.522, 1.919, 0.259], [2.406, 2.102, -1.023], [2.053, 3.043, 0.311], [1.534, -0.892, -0.745], [1.497, -1.021, 1.037], [3.024, -0.708, -0.005], [-2.954, -2.359, -0.936], [-1.471, -1.273, -1.398], [-1.296, -2.985, 0.743], [-3.479, 1.915, -0.033]], "lumo_energy_ev": 0.7126, "de_lowest_kj_mol": 122.2, "molar_mass_g_mol": 170.186, "e_homo_ha": -0.35812, "homo_lumo_gap_ev": 10.5}

***

Which formula does entry 10 have? C4H10O4

***

What is the formula in the first record? C4H10O2PS